Entry 1:
Here is C25H43AuF3O3P2S as an isolated structure at a distorted geometry from the Open Molecules 2025 dataset. Energies are from ωB97M-V/def2-TZVPD.

```
78
C25H43AuF3O3P2S ωB97M-V/def2-TZVPD
C -1.352 0.405 -1.797
H 3.010 -2.066 -0.108
C -6.839 -4.492 -3.424
H 2.754 3.268 1.298
C -6.648 -6.196 -0.563
H -3.817 -1.846 -1.979
Au -3.303 -4.535 -2.222
F 2.789 4.971 -3.950
H 1.707 3.244 -0.120
F 3.710 3.708 -2.412
H -0.340 2.737 2.727
H -7.459 -6.539 -3.057
P -5.309 -6.206 -1.853
P -5.313 -3.527 -2.814
H -2.082 -2.196 -1.832
H 0.247 1.767 4.076
H -5.665 -1.185 -2.094
C 2.473 -2.107 0.859
F 1.856 4.815 -1.973
H -0.447 0.158 -2.383
C 2.331 0.497 0.577
H 3.504 -0.263 -1.060
C 1.908 -0.742 1.167
H -6.310 -8.415 -2.091
C 1.584 1.525 1.192
H 0.652 -1.569 3.973
H -4.728 -8.316 -2.931
H -0.244 1.858 -0.836
H -2.636 3.082 -0.358
C -1.284 1.619 -1.096
H 1.657 -2.841 0.736
O 1.452 1.881 -2.260
C -6.543 -5.974 -3.287
H -4.333 -3.872 -5.004
H -3.487 0.459 -2.248
C 0.877 -0.468 2.107
H -4.108 1.294 -0.684
H -7.723 -4.171 -2.845
H -3.986 -2.220 -4.375
H -2.470 -0.444 -3.380
C -2.902 -1.479 -1.579
H 1.033 3.562 1.465
C -2.240 2.105 -0.057
C 3.447 0.598 -0.371
H -4.007 1.646 1.046
C -6.309 -2.027 -2.360
H 0.170 -2.432 2.527
H -3.452 -0.329 1.704
H -3.139 -2.253 0.451
H -7.505 -6.789 -0.921
H -7.020 -4.207 -4.473
O 0.252 3.271 -3.889
C -2.615 -0.163 -2.306
H -5.615 -2.607 -5.054
C 1.775 2.982 0.936
C 2.521 4.135 -2.935
O 2.322 2.070 -4.539
H -6.937 -1.742 -3.218
H -0.847 -1.142 3.189
H -6.994 -5.181 -0.319
C -0.185 1.692 3.063
C -3.052 -1.328 -0.104
H 3.381 1.489 -1.014
H -6.971 -2.255 -1.514
C 0.176 -1.452 2.996
C -5.284 -8.033 -2.022
C -4.755 -3.000 -4.487
H -1.691 2.275 0.866
C -3.268 -0.224 0.631
C 0.671 0.947 2.122
H -4.793 -8.458 -1.134
H -6.108 -6.401 -4.202
H 4.406 0.623 0.170
H -6.255 -6.676 0.345
H -1.185 1.210 3.174
H 3.155 -2.502 1.649
S 1.516 2.673 -3.487
C -3.464 1.170 0.207
```

Values from the calculation:
- DFT total energy (eV) = -74010.582
- LUMO (spin up / spin down) (eV) = -5.111 / -5.112
- multiplicity = 3
- Kohn-Sham gap (spin up / spin down) (hartree) = 0.183 / 0.183
- F_max (hartree/bohr) = 0.0964
- molar mass (g/mol) = 739.59
- <S²> = 2.00
- net charge = +1

Entry 2:
Here is C28H50OsP2Si as an isolated structure at a distorted geometry from the Open Molecules 2025 dataset. Energies are from ωB97M-V/def2-TZVPD.

```
82
C28H50OsP2Si ωB97M-V/def2-TZVPD
H 4.194 0.175 0.320
H -1.102 -4.169 2.392
H -4.895 0.973 3.021
H 0.688 -2.226 -3.119
C 5.258 -1.638 1.424
H 3.712 -3.959 4.393
H 2.246 -4.833 2.894
C 1.995 0.660 3.762
C 1.192 -2.173 2.496
H -3.761 -1.074 5.189
C 2.582 -0.196 -2.635
H -2.149 -1.765 4.816
H -3.110 1.892 5.240
H 0.912 0.504 3.584
H 5.320 -2.598 -0.517
H 2.716 -1.238 -2.943
C 3.180 -4.493 2.390
H 2.385 2.832 0.058
H -1.930 2.585 4.103
H -0.891 -2.392 -2.271
H 0.373 -1.745 3.232
H 2.224 0.341 -3.508
H 2.712 1.123 0.463
H -0.921 1.890 1.403
C 3.317 -2.803 0.360
H -3.821 1.694 1.811
H 5.642 -0.792 0.844
C -0.636 -0.028 -0.776
H 3.551 0.249 -2.373
H 3.721 -5.444 2.179
H 4.877 -0.280 3.035
H -1.495 -2.446 1.966
H 4.033 1.520 1.545
Os 1.750 -1.309 0.936
H -2.706 0.452 -0.707
C 4.833 -2.747 0.481
H -2.165 -0.652 0.542
C -0.060 -0.483 1.839
C -2.212 1.672 4.646
C -1.045 -0.203 2.573
P 0.527 -3.352 0.846
H 3.232 -1.816 4.389
C -0.016 1.205 -0.381
C 2.667 -3.877 1.053
H 5.089 -3.755 3.191
H -1.874 -3.768 0.773
H 1.248 -3.277 -1.516
C 0.535 -3.948 -0.980
H -3.520 -2.033 3.696
Si -2.598 0.271 3.478
H -1.396 1.405 5.333
H 1.568 3.335 -1.391
H 3.042 2.351 -1.514
C -4.028 0.775 2.374
P 2.883 -0.133 2.406
C 1.530 -0.003 -1.614
H -1.539 2.640 -0.053
H 0.902 -4.981 -0.936
H 2.199 1.724 3.574
C -0.167 -1.683 -2.636
H 0.042 3.095 0.593
C 3.998 -3.590 3.370
C -0.641 2.258 0.422
C 1.262 1.286 -0.962
H -2.359 -1.258 -1.101
H -4.314 -0.013 1.666
C 3.725 -2.141 3.449
H 2.983 -2.456 -0.633
C 0.282 -0.748 -1.591
H 6.090 -2.021 2.033
C -2.027 -0.378 -0.503
C 4.274 -1.123 2.529
H 1.872 -2.942 2.847
H -0.651 -1.112 -3.413
H 2.217 0.377 4.800
C 2.113 2.507 -0.955
H 5.218 -3.734 0.856
H -0.523 -3.893 -1.329
C 3.562 0.742 0.977
C -3.053 -1.311 4.382
C -1.199 -3.436 1.575
H 2.053 -4.678 0.562
```

Values from the calculation:
- DFT total energy (eV) = -58740.345
- LUMO (spin up / spin down) (eV) = -7.248 / -8.109
- multiplicity = 5
- Kohn-Sham gap (spin up / spin down) (hartree) = 0.196 / 0.191
- F_max (hartree/bohr) = 0.1423
- relative energy (zero: lowest compared OMol25 entry of this formula, charge and spin) (kcal/mol) = 37.8
- molar mass (g/mol) = 666.97
- <S²> = 6.07
- net charge = +2

Entry 3:
Here is a 10-piece molecular cluster, C18H48BF4N2O7 overall at a distorted geometry from the Open Molecules 2025 dataset. Energies are from ωB97M-V/def2-TZVPD.

```
80
C18H48BF4N2O7 ωB97M-V/def2-TZVPD
H 5.291 -1.657 2.387
H 0.163 -1.264 -3.864
H -2.727 0.146 -0.736
C 0.944 4.080 3.404
H -3.351 -2.767 0.645
H 4.350 1.754 -4.305
H 2.342 -2.366 4.436
H -5.332 -0.229 -0.777
B 0.367 0.821 -0.334
H -4.560 -2.170 2.342
F -0.377 1.720 0.399
H -3.307 4.118 -1.476
H 5.385 1.730 -1.986
H -4.064 -2.059 3.938
C 1.732 -2.661 3.579
H -0.016 2.281 3.660
C -3.155 4.155 -2.420
O 0.551 -2.581 1.661
H -3.054 5.145 -2.549
C 4.430 2.267 -1.744
H -1.910 -3.337 -2.845
C 5.761 -1.135 1.800
O 3.877 0.342 1.544
N 2.264 -3.893 -3.802
H -3.566 -3.763 -3.043
O -0.920 3.469 -2.238
H 3.150 0.859 -2.764
H 4.601 3.454 -1.710
H 1.729 2.160 3.905
H 4.177 1.954 -0.839
F 1.692 0.792 0.015
H 2.576 -2.330 1.775
H -4.458 -0.587 2.863
O -3.131 1.849 0.569
H -0.941 -2.749 2.387
C 1.624 -2.937 -3.474
C 1.710 -2.103 2.265
H 1.611 -0.970 -3.142
H -2.221 2.034 0.420
H 2.415 -3.573 3.485
H 5.267 0.457 0.145
H -3.715 1.675 -1.458
C 3.302 1.982 -2.650
H -2.108 2.219 -2.729
H -2.165 -0.643 3.485
O 3.696 2.431 -3.967
H 0.540 -1.939 -2.241
F 0.224 1.034 -1.755
O -3.668 -3.192 -0.110
H 0.351 -1.902 1.175
C 0.896 -1.654 -3.181
H 2.409 2.377 -2.231
H -2.409 -4.676 -1.931
N 0.871 5.291 3.417
H -3.410 -1.578 -1.505
H 6.439 -1.609 1.163
H 6.376 -0.584 2.441
C 4.809 -0.353 0.763
H -1.974 -1.090 1.787
H 0.845 -2.847 4.239
H -0.403 2.754 -2.065
C -2.016 3.364 -3.065
C 0.968 2.573 3.353
H -1.923 -2.442 -0.749
O -1.824 -2.732 2.997
H -4.989 -0.041 0.878
C -2.975 -2.580 -1.233
H 1.255 2.314 2.262
C -3.611 0.927 -0.455
C -2.786 -3.641 -2.311
C -4.952 0.498 -0.025
H 4.345 -1.264 0.303
F -0.082 -0.467 0.066
H -1.848 3.552 -4.127
C -2.369 -1.470 2.711
C -3.936 -1.552 2.969
H 1.583 -0.959 2.208
H -4.017 3.928 -2.902
H -5.751 1.339 0.016
H 3.084 0.505 0.888
```

Values from the calculation:
- DFT total energy (eV) = -48302.776
- LUMO (eV) = 2.470
- Kohn-Sham gap (hartree) = 0.353
- F_max (hartree/bohr) = 0.2058
- relative energy (zero: lowest compared OMol25 entry of this formula, charge and spin) (kcal/mol) = 0.0
- molar mass (g/mol) = 491.39
- net charge = -1

Entry 4:
Here is a 2-piece molecular cluster, C4H12N2O3S overall at a distorted geometry from the Open Molecules 2025 dataset. Energies are from ωB97M-V/def2-TZVPD.

```
22
C4H12N2O3S ωB97M-V/def2-TZVPD
H -0.863 1.646 1.933
C -0.459 -1.799 -2.242
O -1.104 1.942 -1.318
H -1.115 -2.043 0.583
O 0.830 2.036 0.086
H 1.191 -1.554 -0.946
C -0.423 -0.321 -0.219
H -1.483 -0.582 1.644
N 1.123 0.147 -1.952
C -1.051 -0.990 0.737
C 0.425 -0.970 -1.343
H 0.202 -2.139 -3.112
H 0.709 0.436 -2.866
S -0.467 1.495 -0.110
H 1.503 1.842 3.153
H 1.078 0.375 2.818
H 1.475 0.847 -1.297
N 0.850 1.138 3.399
H -0.745 -2.691 -1.723
O -1.392 1.835 1.125
H -1.419 -1.390 -2.638
H 1.135 0.741 4.288
```

Values from the calculation:
- DFT total energy (eV) = -24298.934
- LUMO (eV) = 0.528
- SMILES = C=C([C@@H](C)N)S(=O)(=O)O.N
- Kohn-Sham gap (hartree) = 0.344
- F_max (hartree/bohr) = 0.0768
- relative energy (zero: lowest compared OMol25 entry of this formula, charge and spin) (kcal/mol) = 12.2
- molar mass (g/mol) = 168.22
- net charge = 0

Q: What is the formula in the second record?
A: C28H50OsP2Si

Q: Among the records above, which one has the highest molar mass?
A: C25H43AuF3O3P2S

Q: Which of these has the highest DFT total energy?
A: C4H12N2O3S

Q: The highest net charge belongs to which entry?
A: C28H50OsP2Si